{"formula": "C16H26NRuS", "method": "ωB97M-V with the def2-TZVPD basis set", "elements": ["C", "H", "H", "H", "C", "H", "H", "C", "H", "H", "H", "C", "C", "C", "C", "C", "C", "C", "C", "C", "C", "Ru", "H", "H", "H", "H", "H", "H", "H", "H", "H", "H", "H", "H", "H", "H", "H", "S", "C", "C", "N", "C", "H", "H", "H"], "xyz": [[-1.23902, -2.44226, -0.51314], [-1.48495, -3.13103, 0.30141], [-2.14171, -2.15034, -1.05812], [-0.83300, -1.44448, 1.85318], [-0.20741, -3.09720, -1.45127], [0.38127, -2.33787, -1.97217], [0.50118, -3.56882, -0.77191], [-0.85540, -4.08719, -2.37315], [-0.16716, -4.44940, -3.13694], [-1.20277, -4.93015, -1.77269], [-1.73444, -3.64399, -2.84882], [0.56177, 2.03223, 0.43981], [0.70338, 1.51981, -0.88246], [-0.46272, 0.79913, -1.21684], [-1.38020, 0.86724, -0.03172], [-0.69906, 1.69293, 0.95655], [-1.31304, 2.21802, 2.19558], [-2.86010, 0.72815, -0.15246], [-0.91222, 0.42893, -2.58717], [1.87710, 1.73673, -1.75901], [1.58123, 2.87231, 1.13322], [-0.43741, -0.90469, 0.45771], [-3.31126, 0.73301, 0.85559], [-3.26032, 1.57056, -0.74072], [-3.12128, -0.21317, -0.67021], [-2.29245, 1.75159, 2.36231], [-0.66334, 2.04702, 3.06918], [-1.44697, 3.30678, 2.08282], [2.61094, 2.50312, 0.94786], [1.52950, 3.92565, 0.77728], [1.42304, 2.87409, 2.22844], [1.76135, 1.17637, -2.69261], [2.00822, 2.80431, -2.00348], [2.79632, 1.38910, -1.26278], [-1.53215, -0.47870, -2.56633], [-1.50651, 1.24252, -3.04570], [-0.03564, 0.26802, -3.22887], [3.75771, -0.12438, 2.22680], [2.52099, -0.28024, 3.46307], [1.30600, -0.54580, 2.92005], [1.36610, -0.76504, 1.54574], [2.59835, -0.55396, 1.03022], [2.69767, -0.15120, 4.52697], [0.31605, -0.57974, 3.40208], [2.80239, -0.60799, -0.03728]], "charge": 2, "multiplicity": 6, "s2": 8.77, "lumo_ev": [-7.29, -10.02], "homo_lumo_gap_ev": [7.36, 6.34], "energy_ha": -1172.29942}

{"formula": "C16H26O10", "method": "ωB97M-V with the def2-TZVPD basis set", "elements": ["C", "C", "H", "H", "O", "C", "O", "C", "O", "H", "C", "H", "H", "C", "H", "H", "C", "O", "H", "C", "O", "O", "C", "C", "H", "H", "H", "H", "H", "C", "O", "O", "C", "C", "H", "H", "H", "H", "H", "C", "O", "O", "C", "C", "H", "H", "H", "H", "H", "H", "H", "H"], "xyz": [[-5.59290, 0.30450, 0.17026], [-5.03884, 1.71301, 0.01095], [-5.48124, 2.39777, 0.73645], [-5.21118, 2.07812, -1.00620], [-3.63432, 1.74222, 0.28220], [-2.81996, 1.42689, -0.70922], [-3.15853, 1.11050, -1.81679], [-1.35265, 1.49535, -0.23101], [-1.12505, 2.78050, 0.26377], [-0.38792, 2.72557, 0.89808], [-0.42115, 1.12235, -1.40559], [-0.85193, 1.56123, -2.30761], [-0.43344, 0.04045, -1.53063], [1.00390, 1.65144, -1.26306], [0.97600, 2.73838, -1.16800], [1.56861, 1.39286, -2.15916], [1.78320, 1.11471, -0.05355], [1.40280, 1.76294, 1.12638], [1.31459, 1.10692, 1.83817], [3.30524, 1.28971, -0.29571], [3.81353, 1.30758, -1.38337], [3.94445, 1.37325, 0.85727], [5.37009, 1.49569, 0.80854], [6.03023, 0.13364, 0.65489], [5.71374, -0.52949, 1.45653], [5.75512, -0.30726, -0.30036], [7.10981, 0.24613, 0.69213], [5.64009, 2.14769, -0.02787], [5.64326, 1.96501, 1.75508], [1.64086, -0.40091, 0.10451], [1.40266, -0.90780, 1.17337], [1.86745, -1.04099, -1.02516], [1.75383, -2.46935, -1.02931], [0.43707, -2.88742, -1.66557], [0.38697, -2.53016, -2.69089], [-0.39812, -2.46788, -1.10985], [0.35894, -3.97092, -1.66231], [1.82682, -2.83358, 0.00034], [2.60384, -2.83099, -1.61228], [-1.29488, 0.47414, 0.91450], [-1.03291, 0.76884, 2.04880], [-1.61787, -0.74761, 0.50151], [-1.67225, -1.77009, 1.50869], [-2.64321, -2.84759, 1.06373], [-3.63722, -2.42750, 0.93366], [-2.68442, -3.62803, 1.81802], [-2.32774, -3.28436, 0.11994], [-1.98960, -1.30953, 2.44952], [-0.65971, -2.16414, 1.64413], [-5.38507, -0.06779, 1.17078], [-5.13365, -0.35781, -0.55999], [-6.66736, 0.31380, 0.01128]], "charge": 0, "e_above_lowest_ev": 0.029, "lumo_ev": 0.71, "homo_lumo_gap_ev": 10.65, "energy_ha": -1377.73581, "smiles": "CCOC(=O)C(O)(CCC(O)(C(=O)OCC)C(=O)OCC)C(=O)OCC"}

| no. | largest force on an atom (eV/A) |
| --- | --- |
| 1 | 2.76 |
| 2 | 0.62 |